{"formula": "C28H32NO3S", "method": "wB97M-V/def2-TZVPD", "homo_lumo_gap_ev": 4.79, "relative_energy_kcal_mol": 0.0, "charge": 1, "fmax_ev_per_a": 1.81, "species": ["C", "N", "C", "C", "C", "C", "C", "C", "C", "S", "C", "C", "O", "C", "C", "H", "H", "H", "H", "H", "H", "H", "H", "H", "H", "H", "H", "H", "H", "H", "H", "H", "C", "O", "C", "C", "C", "C", "C", "C", "C", "C", "C", "O", "C", "C", "C", "C", "C", "C", "H", "H", "H", "H", "H", "H", "H", "H", "H", "H", "H", "H", "H", "H", "H"], "xyz": [[4.999, 1.731, -1.285], [5.404, 0.341, -1.261], [6.838, 0.145, -1.212], [4.513, -0.674, -0.879], [3.879, -1.475, -1.858], [3.008, -2.482, -1.484], [2.723, -2.734, -0.131], [1.748, -3.841, 0.189], [1.417, -4.066, 1.552], [0.368, -5.343, 1.968], [1.388, -6.252, 3.189], [-0.691, -4.447, 3.163], [1.242, -4.529, -0.727], [3.357, -1.938, 0.843], [4.235, -0.922, 0.480], [3.909, 1.800, -1.207], [5.462, 2.290, -0.457], [5.327, 2.191, -2.226], [7.061, -0.918, -1.076], [7.287, 0.494, -2.151], [7.286, 0.723, -0.389], [4.086, -1.290, -2.911], [2.534, -3.090, -2.252], [1.837, -3.513, 2.387], [0.745, -7.018, 3.635], [2.209, -6.716, 2.633], [1.758, -5.542, 3.937], [-1.363, -5.189, 3.607], [-0.044, -3.977, 3.913], [-1.257, -3.703, 2.590], [3.162, -2.121, 1.897], [4.723, -0.306, 1.235], [-1.580, -0.454, -6.663], [-0.540, -0.309, -5.664], [-0.880, -0.568, -4.375], [0.110, -0.365, -3.374], [-0.213, -0.542, -2.053], [-1.534, -0.927, -1.652], [-1.858, -0.952, -0.275], [-3.150, -0.963, 0.308], [-3.240, -1.184, 1.719], [-4.475, -1.320, 2.314], [-5.655, -1.286, 1.523], [-6.792, -1.579, 2.209], [-6.376, -1.895, 3.601], [-4.894, -1.535, 3.733], [-5.611, -0.976, 0.154], [-4.379, -0.737, -0.409], [-2.453, -1.271, -2.684], [-2.167, -1.031, -4.009], [-1.057, -0.245, -7.596], [-2.000, -1.472, -6.676], [-2.395, 0.270, -6.504], [1.105, -0.056, -3.687], [0.536, -0.378, -1.279], [-1.015, -0.918, 0.416], [-2.338, -1.242, 2.332], [-7.030, -1.331, 4.276], [-6.534, -2.971, 3.759], [-4.323, -2.319, 4.236], [-4.797, -0.618, 4.328], [-6.540, -0.924, -0.406], [-4.341, -0.373, -1.431], [-3.414, -1.724, -2.458], [-2.932, -1.194, -4.772]]}

=====

{"formula": "C28H33BCoN14O2S", "method": "wB97M-V/def2-TZVPD", "homo_lumo_gap_ev": 7.78, "relative_energy_kcal_mol": 8.6, "charge": 1, "fmax_ev_per_a": 0.54, "species": ["Co", "C", "C", "N", "N", "C", "B", "N", "C", "C", "C", "N", "N", "C", "C", "C", "N", "N", "C", "C", "C", "N", "H", "H", "H", "H", "H", "H", "H", "H", "H", "H", "H", "H", "N", "C", "C", "C", "C", "C", "C", "S", "O", "O", "N", "C", "N", "C", "C", "C", "N", "H", "H", "H", "H", "H", "H", "H", "H", "H", "C", "C", "N", "C", "C", "N", "C", "C", "H", "H", "H", "H", "H", "H", "H", "H", "H", "H", "H", "H"], "xyz": [[0.278, 0.139, 0.114], [-1.101, 3.358, 2.426], [-0.090, 2.755, 1.683], [-0.556, 1.674, 1.063], [-1.880, 1.596, 1.337], [-2.214, 2.581, 2.186], [-2.725, 0.587, 0.507], [-2.292, -0.823, 0.948], [-2.964, -1.910, 1.321], [-2.055, -2.936, 1.521], [-0.827, -2.374, 1.222], [-0.969, -1.084, 0.905], [-2.259, 0.731, -0.959], [-2.964, 1.078, -2.045], [-2.091, 1.210, -3.102], [-0.836, 0.926, -2.571], [-0.955, 0.630, -1.279], [-4.207, 0.837, 0.577], [-4.917, 1.996, 0.610], [-6.230, 1.703, 0.351], [-6.239, 0.313, 0.147], [-5.030, -0.198, 0.264], [-1.036, 4.240, 3.036], [0.928, 3.069, 1.541], [-3.215, 2.670, 2.562], [-4.034, -1.877, 1.400], [-2.256, -3.945, 1.827], [0.129, -2.858, 1.220], [-4.031, 1.205, -1.982], [-2.323, 1.480, -4.115], [0.118, 0.915, -3.063], [-4.448, 2.952, 0.752], [-7.055, 2.390, 0.309], [-7.071, -0.331, -0.083], [7.838, -1.564, -0.697], [6.538, -1.237, -0.946], [5.683, -2.145, -1.588], [4.361, -1.834, -1.817], [3.855, -0.612, -1.382], [4.695, 0.312, -0.766], [6.022, 0.005, -0.547], [2.190, -0.191, -1.708], [1.858, 0.984, -0.822], [2.061, -0.027, -3.123], [1.103, -1.172, -1.050], [0.508, -2.171, -1.843], [-0.812, -2.284, -1.781], [-1.351, -3.225, -2.551], [-0.594, -4.027, -3.387], [0.774, -3.816, -3.365], [1.339, -2.899, -2.585], [8.238, -2.368, -1.146], [8.483, -0.842, -0.430], [6.073, -3.100, -1.916], [3.709, -2.534, -2.317], [4.318, 1.283, -0.483], [6.674, 0.730, -0.078], [-2.428, -3.327, -2.496], [-1.043, -4.777, -4.019], [1.443, -4.402, -3.983], [2.477, -1.419, 1.608], [3.244, -1.752, 2.903], [3.228, -0.613, 3.811], [1.861, -0.409, 4.271], [0.871, -0.375, 3.082], [1.610, -0.215, 1.790], [2.538, 0.935, 2.025], [3.633, 0.558, 3.044], [1.870, -2.255, 1.280], [3.164, -1.201, 0.796], [4.282, -1.988, 2.661], [2.818, -2.618, 3.412], [1.824, 0.519, 4.843], [1.593, -1.221, 4.948], [0.173, 0.459, 3.169], [0.291, -1.292, 3.040], [1.938, 1.741, 2.437], [2.946, 1.255, 1.074], [3.804, 1.395, 3.723], [4.579, 0.336, 2.545]]}

=====

{"formula": "C28H33BiCl5N6OS3", "method": "wB97M-V/def2-TZVPD", "homo_lumo_gap_ev": 6.47, "charge": 3, "fmax_ev_per_a": 0.59, "species": ["Bi", "Cl", "C", "C", "C", "C", "C", "Cl", "C", "S", "H", "H", "H", "C", "N", "C", "C", "N", "C", "S", "H", "H", "H", "H", "H", "H", "H", "H", "N", "C", "C", "N", "H", "H", "H", "H", "H", "H", "H", "H", "H", "Cl", "C", "C", "C", "C", "C", "C", "N", "C", "C", "N", "C", "O", "C", "C", "C", "Cl", "S", "C", "C", "C", "Cl", "C", "H", "H", "H", "H", "H", "H", "H", "H", "H", "H", "H", "H", "H"], "xyz": [[-0.252, 0.790, -2.121], [-1.111, 3.312, -0.691], [-1.131, 4.220, -2.185], [-0.793, 5.557, -2.142], [-0.839, 6.300, -3.313], [-1.173, 5.702, -4.514], [-1.492, 4.351, -4.553], [-1.888, 3.626, -6.059], [-1.491, 3.592, -3.378], [-2.043, 1.901, -3.451], [-0.497, 6.019, -1.211], [-0.609, 7.356, -3.285], [-1.180, 6.273, -5.432], [-0.489, -4.231, -4.841], [-1.387, -3.106, -5.010], [-2.483, -3.179, -5.988], [-3.074, -1.761, -5.962], [-2.300, -1.123, -4.886], [-1.350, -1.927, -4.425], [-0.207, -1.596, -3.155], [-1.037, -5.097, -4.468], [0.304, -3.985, -4.140], [-0.048, -4.489, -5.804], [-3.206, -3.934, -5.678], [-2.087, -3.463, -6.962], [-4.133, -1.754, -5.712], [-2.947, -1.224, -6.901], [-2.362, -0.135, -4.711], [7.168, 2.119, 0.105], [6.187, 1.203, -0.576], [4.819, 1.878, -0.778], [3.844, 1.016, -1.425], [8.068, 1.656, 0.246], [6.819, 2.416, 1.018], [7.334, 2.955, -0.460], [6.074, 0.313, 0.042], [6.613, 0.912, -1.535], [4.936, 2.770, -1.398], [4.416, 2.184, 0.191], [3.680, 0.171, -0.888], [4.147, 0.747, -2.355], [-0.770, 1.004, 9.095], [-0.981, 0.425, 7.493], [-1.797, -0.670, 7.243], [-1.968, -1.114, 5.945], [-1.330, -0.491, 4.878], [-1.483, -1.003, 3.468], [-2.711, -0.361, 2.782], [-2.597, -0.360, 1.320], [-3.403, -1.001, 0.414], [-2.884, -0.763, -0.819], [-1.764, 0.020, -0.661], [-1.616, 0.238, 0.645], [-1.607, -2.412, 3.439], [-0.589, -3.128, 2.745], [0.782, -2.818, 3.281], [1.830, -2.312, 2.575], [1.886, -1.983, 0.881], [3.233, -2.043, 3.542], [2.402, -2.600, 4.939], [1.135, -2.979, 4.655], [-0.515, 0.604, 5.161], [0.317, 1.441, 3.871], [-0.331, 1.069, 6.448], [-2.293, -1.166, 8.066], [-2.592, -1.975, 5.742], [-0.587, -0.706, 2.923], [-2.827, 0.666, 3.125], [-3.594, -0.933, 3.057], [-4.278, -1.556, 0.706], [-3.230, -1.085, -1.786], [-0.838, 0.832, 1.098], [-0.629, -2.942, 1.665], [-0.822, -4.177, 2.926], [2.908, -2.610, 5.892], [0.443, -3.369, 5.389], [0.301, 1.923, 6.646]]}

=====

{"formula": "C28H33BrInN10O4", "method": "wB97M-V/def2-TZVPD", "homo_lumo_gap_ev": 9.31, "relative_energy_kcal_mol": 0.0, "charge": 1, "fmax_ev_per_a": 1.41, "species": ["In", "Br", "C", "C", "C", "C", "C", "C", "C", "O", "O", "H", "H", "H", "H", "C", "C", "N", "C", "C", "N", "C", "N", "N", "N", "C", "C", "C", "C", "C", "C", "H", "H", "H", "H", "H", "H", "H", "H", "H", "H", "H", "C", "N", "C", "C", "N", "N", "C", "C", "H", "H", "H", "H", "H", "H", "H", "H", "H", "H", "H", "H", "H", "C", "N", "C", "C", "C", "O", "N", "C", "O", "H", "H", "H", "H", "H"], "xyz": [[-0.284, 0.356, 0.639], [-6.645, 5.390, 3.534], [-5.379, 4.237, 2.721], [-5.297, 2.914, 3.135], [-4.342, 2.092, 2.575], [-3.478, 2.595, 1.606], [-3.602, 3.909, 1.164], [-4.549, 4.740, 1.726], [-2.371, 1.755, 1.113], [-2.257, 0.580, 1.556], [-1.522, 2.239, 0.337], [-5.975, 2.540, 3.884], [-4.246, 1.060, 2.875], [-2.949, 4.253, 0.377], [-4.650, 5.764, 1.400], [-1.323, -2.765, -1.241], [-1.137, -2.803, 0.226], [-0.563, -1.862, 0.956], [-0.588, -2.278, 2.256], [-1.173, -3.500, 2.313], [-1.507, -3.828, 1.024], [-2.200, -5.051, 0.667], [-3.372, -5.209, 1.465], [-3.414, -6.117, 2.470], [-4.492, -6.020, 3.108], [-5.247, -5.013, 2.580], [-6.489, -4.492, 2.944], [-6.948, -3.420, 2.214], [-6.224, -2.888, 1.140], [-5.001, -3.394, 0.757], [-4.519, -4.463, 1.496], [-1.077, -1.768, -1.600], [-2.357, -2.986, -1.502], [-0.681, -3.491, -1.742], [-0.195, -1.663, 3.041], [-1.390, -4.154, 3.133], [-1.561, -5.917, 0.879], [-2.450, -5.029, -0.398], [-7.040, -4.914, 3.768], [-7.895, -2.972, 2.470], [-6.637, -2.049, 0.600], [-4.454, -2.978, -0.074], [1.064, 2.739, 5.106], [0.965, 2.311, 3.727], [-0.037, 3.009, 2.962], [1.567, 1.199, 3.277], [1.051, 0.440, 2.332], [2.728, 0.840, 3.896], [3.729, 1.863, 4.150], [3.291, -0.482, 3.731], [0.055, 2.869, 5.500], [1.596, 3.687, 5.197], [1.565, 1.987, 5.708], [-0.004, 4.067, 3.226], [-1.042, 2.629, 3.179], [0.173, 2.908, 1.898], [1.725, -0.246, 2.013], [3.353, 2.840, 3.860], [4.613, 1.648, 3.546], [4.016, 1.873, 5.203], [2.526, -1.248, 3.863], [4.036, -0.612, 4.514], [3.790, -0.613, 2.762], [3.026, 4.430, -1.275], [2.233, 3.244, -1.522], [1.631, 3.013, -2.707], [0.763, 1.990, -2.895], [0.442, 1.190, -1.758], [-0.444, 0.306, -1.708], [1.131, 1.401, -0.629], [1.989, 2.420, -0.419], [2.518, 2.619, 0.658], [3.425, 4.819, -2.207], [3.844, 4.175, -0.603], [2.405, 5.188, -0.792], [1.874, 3.702, -3.500], [0.254, 1.819, -3.828]]}

=====

{"formula": "C28H33CoN4", "method": "wB97M-V/def2-TZVPD", "multiplicity": 2, "homo_lumo_gap_ev": [6.49, 6.87], "relative_energy_kcal_mol": 5.8, "charge": 1, "fmax_ev_per_a": 2.05, "species": ["Co", "C", "N", "C", "C", "C", "C", "C", "C", "N", "C", "C", "C", "C", "C", "C", "N", "C", "C", "C", "C", "C", "N", "H", "H", "H", "H", "H", "H", "H", "H", "H", "H", "H", "H", "H", "H", "H", "H", "H", "H", "C", "C", "C", "C", "C", "C", "C", "C", "C", "C", "H", "H", "H", "H", "H", "H", "H", "H", "H", "H", "H", "H", "H", "H", "H"], "xyz": [[0.115, -0.025, -0.223], [-0.061, -1.466, 2.342], [-0.385, -0.093, 1.963], [0.496, 0.885, 2.623], [1.041, 1.945, 1.688], [1.308, 3.232, 2.138], [1.810, 4.173, 1.250], [2.044, 3.793, -0.062], [1.787, 2.480, -0.417], [1.285, 1.584, 0.425], [-1.795, 0.224, 2.162], [-2.233, 1.351, 1.263], [-3.426, 2.033, 1.479], [-3.779, 3.053, 0.613], [-2.900, 3.395, -0.404], [-1.730, 2.668, -0.535], [-1.427, 1.641, 0.247], [1.310, -1.828, 1.839], [2.091, -2.775, 2.488], [3.377, -3.010, 2.033], [3.840, -2.278, 0.949], [2.975, -1.387, 0.334], [1.735, -1.178, 0.757], [-0.787, -2.133, 1.868], [-0.115, -1.627, 3.428], [1.361, 0.358, 3.043], [-0.022, 1.375, 3.459], [1.132, 3.498, 3.168], [2.009, 5.183, 1.573], [2.429, 4.490, -0.788], [1.999, 2.122, -1.416], [-2.007, 0.483, 3.212], [-2.394, -0.659, 1.915], [-4.073, 1.763, 2.298], [-4.707, 3.589, 0.740], [-3.120, 4.201, -1.082], [-1.004, 2.912, -1.298], [1.693, -3.309, 3.337], [4.012, -3.726, 2.528], [4.847, -2.404, 0.584], [3.294, -0.808, -0.520], [0.726, -1.149, -2.279], [0.191, -2.211, -1.494], [-1.139, -1.874, -1.132], [-1.450, -0.609, -1.706], [-0.277, -0.145, -2.401], [-0.252, 0.954, -3.416], [-2.843, -0.090, -1.876], [-2.130, -2.828, -0.551], [0.829, -3.542, -1.292], [1.987, -1.241, -3.074], [0.713, 1.456, -3.455], [-1.025, 1.692, -3.220], [-0.438, 0.533, -4.406], [-3.437, -0.237, -0.975], [-3.332, -0.632, -2.689], [-2.856, 0.967, -2.125], [-3.002, -2.314, -0.155], [-1.697, -3.449, 0.233], [-2.472, -3.499, -1.341], [1.914, -3.468, -1.238], [0.584, -4.187, -2.138], [0.468, -4.031, -0.390], [1.769, -1.674, -4.054], [2.715, -1.883, -2.583], [2.429, -0.263, -3.242]]}

=====

{"formula": "C28H33F3Ge2MgN2O7S", "method": "wB97M-V/def2-TZVPD", "multiplicity": 2, "homo_lumo_gap_ev": [4.21, 7.84], "relative_energy_kcal_mol": 0.0, "charge": -1, "fmax_ev_per_a": 3.54, "species": ["Mg", "N", "C", "C", "O", "N", "C", "C", "O", "O", "H", "H", "H", "H", "H", "H", "F", "C", "F", "F", "S", "O", "O", "O", "C", "C", "O", "C", "C", "C", "C", "C", "C", "H", "H", "H", "H", "H", "H", "H", "H", "C", "Ge", "C", "C", "Ge", "C", "C", "C", "C", "C", "C", "C", "C", "C", "C", "C", "C", "H", "H", "H", "H", "H", "H", "H", "H", "H", "H", "H", "H", "H", "H", "H", "H", "H", "H", "H"], "xyz": [[1.981, -1.721, 0.952], [2.009, -1.726, -1.221], [1.165, -2.662, -2.002], [-0.384, -2.601, -1.996], [-0.997, -3.297, -2.777], [-0.914, -1.697, -1.028], [-1.568, -2.305, 0.102], [-1.089, -1.662, 1.452], [-1.905, -1.428, 2.333], [0.180, -1.494, 1.548], [2.005, -0.773, -1.596], [2.990, -2.046, -1.342], [1.428, -3.688, -1.697], [1.363, -2.647, -3.090], [-1.313, -3.369, 0.157], [-2.667, -2.249, 0.073], [4.823, -4.941, 2.842], [3.610, -5.181, 2.389], [3.455, -6.481, 2.054], [2.687, -4.845, 3.294], [3.341, -4.063, 0.932], [1.873, -4.073, 0.779], [4.086, -4.483, -0.234], [3.807, -2.757, 1.600], [4.326, 0.911, 3.281], [2.959, 0.742, 2.749], [2.739, -0.126, 1.857], [1.899, 1.558, 3.331], [2.176, 2.785, 3.899], [1.160, 3.552, 4.413], [-0.131, 3.045, 4.593], [-0.432, 1.808, 3.999], [0.562, 1.049, 3.354], [4.777, -0.043, 3.587], [4.282, 1.645, 4.122], [5.032, 1.311, 2.485], [3.174, 3.160, 3.840], [1.398, 4.573, 4.694], [-0.831, 3.551, 5.225], [-1.450, 1.409, 3.928], [0.272, 0.157, 2.835], [1.188, 2.541, -0.159], [0.466, 1.780, -1.839], [2.044, 1.058, -2.839], [-0.357, 3.183, -3.008], [-1.320, 0.149, -1.430], [-2.416, -0.010, -3.095], [-1.719, -0.175, -4.320], [-2.264, -0.779, -5.431], [-3.567, -1.288, -5.365], [-4.304, -1.005, -4.237], [-3.759, -0.317, -3.122], [-2.586, 0.986, -0.102], [-3.785, 0.397, 0.324], [-4.609, 0.991, 1.304], [-4.250, 2.247, 1.809], [-3.119, 2.911, 1.304], [-2.343, 2.305, 0.347], [1.306, 3.635, -0.173], [2.196, 2.041, -0.070], [0.642, 2.232, 0.705], [2.221, 1.831, -3.588], [1.887, 0.126, -3.404], [2.945, 0.928, -2.229], [0.113, 3.133, -4.025], [-0.261, 4.179, -2.596], [-1.423, 2.999, -3.140], [-0.671, 0.145, -4.340], [-1.609, -0.962, -6.263], [-4.027, -1.871, -6.161], [-5.337, -1.345, -4.123], [-4.410, -0.248, -2.287], [-4.131, -0.607, -0.061], [-5.525, 0.459, 1.624], [-4.843, 2.745, 2.596], [-2.758, 3.849, 1.733], [-1.493, 2.860, -0.056]]}